No. 1
67
Properties=species:S:1:pos:R:3:forces:R:3 method="wB97M-V/def2-TZVPD" energy_ev=-37764.2681 relative_energy_ev=0.111 smiles="CCCCCCCCCCCCCCCC(=O)OC[C@H](O)[C@H]1OC(=O)C(O)=C1O" multiplicity=1 e_homo_ev=-9.07
C -3.311977 -3.248374 2.228455 -0.1571 -0.0789 -0.1744
H -3.609963 -2.856418 3.198511 0.0096 0.0439 0.1252
C -4.436042 -3.060975 1.214772 -0.0593 0.1919 0.2093
C -4.780000 -1.589150 0.973642 0.1489 -0.2471 -0.2701
C -3.735716 -0.871501 0.122423 -0.3974 0.1925 0.3540
C -4.007891 0.623990 -0.021876 0.3877 -0.2349 -0.2544
C -2.935635 1.290334 -0.882643 -0.2722 0.3215 0.2893
C -3.015079 2.813398 -0.824237 0.1338 -0.1068 -0.3089
C -2.065689 3.507788 -1.802745 0.0381 -0.0842 0.0854
C -0.594897 3.111081 -1.662802 -0.2105 0.2224 0.1755
C -0.012309 3.385887 -0.278590 0.2241 -0.2013 -0.4176
C 1.484714 3.086492 -0.233620 -0.2475 0.1301 0.4282
C 2.060527 3.282668 1.167176 0.2465 0.0149 -0.2482
C 3.585144 3.164489 1.226395 -0.0915 -0.1354 0.0069
C 4.147737 1.840718 0.706424 -0.0813 0.1186 0.1574
H 3.887721 1.719200 -0.344369 0.0722 -0.0074 -0.0254
H 5.237714 1.875817 0.773536 0.0196 -0.0188 -0.0962
C 3.640211 0.636689 1.498615 0.0939 0.1191 -0.2214
C 4.136907 -0.685601 0.985007 0.0045 0.1097 0.4043
O 4.413891 -1.635944 1.668536 -0.0001 -0.0766 0.0460
O 4.215448 -0.702541 -0.360032 -0.0111 0.2929 -0.2659
C 4.521243 -1.944180 -0.977319 -0.0085 -0.7202 -0.1961
H 5.144123 -1.716066 -1.845312 -0.0767 -0.0270 0.1134
H 5.062922 -2.583820 -0.273767 -0.0396 0.0836 -0.1540
C 3.229580 -2.631753 -1.449433 0.2669 0.2135 0.7310
O 2.584007 -1.873829 -2.427988 -0.2385 0.2936 -0.2733
H 2.470412 -0.977609 -2.081145 -0.0062 -0.0841 -0.0340
C 2.275932 -2.900621 -0.249976 0.3291 -0.7534 -0.5479
C 1.096250 -3.729368 -0.664517 -0.6939 0.6567 0.2239
C -0.021181 -2.991936 -0.524188 0.4135 -0.4002 -0.0086
C 0.363513 -1.691674 0.021249 -0.2995 -0.1133 -0.0922
O -0.344996 -0.756082 0.293563 0.2084 -0.1231 -0.0164
O 1.708329 -1.681172 0.195989 -0.0483 0.4087 0.1571
O -1.301149 -3.344788 -0.808405 0.2102 0.0871 0.0434
H -1.880324 -2.602896 -0.573919 0.0140 0.0027 -0.0115
O 1.271592 -4.977981 -1.118355 -0.0196 0.0338 -0.0274
H 0.415014 -5.337500 -1.387959 0.0690 -0.0016 0.0093
H 2.841809 -3.350553 0.573189 -0.1106 0.0422 -0.0565
H 3.472673 -3.596359 -1.905415 0.0666 0.0622 0.1092
H 3.910132 0.716397 2.552631 -0.0417 -0.0885 -0.0346
H 2.550457 0.582956 1.430902 -0.0450 -0.0500 0.0522
H 3.904960 3.304352 2.261918 0.0857 0.0766 0.0214
H 4.022764 3.972745 0.635399 0.0370 0.0600 0.0500
H 1.786232 4.278734 1.524275 -0.0689 -0.0168 0.0686
H 1.603597 2.561349 1.846764 -0.0924 0.0043 0.0832
H 2.009131 3.738327 -0.937248 0.0613 -0.0197 -0.0946
H 1.637762 2.054379 -0.553458 0.0640 -0.0842 -0.1108
H -0.514641 2.760157 0.459872 -0.0755 0.0094 0.1323
H -0.185599 4.431053 -0.010325 -0.0465 0.0534 0.0862
H -0.479918 2.050831 -1.893840 0.0785 -0.0759 -0.0592
H -0.019855 3.670984 -2.405946 0.0585 -0.0662 -0.0369
H -2.155800 4.588511 -1.664384 -0.0004 0.0554 -0.0907
H -2.384841 3.280387 -2.823406 -0.0584 0.0695 -0.0394
H -2.800015 3.144948 0.193119 -0.0607 0.0239 0.0963
H -4.036187 3.127351 -1.058606 -0.0381 0.0389 0.0879
H -1.959043 0.961217 -0.526703 0.0763 -0.0651 -0.0801
H -3.045645 0.960227 -1.918845 0.0736 -0.0681 -0.0831
H -4.995504 0.785415 -0.461246 -0.0734 0.0449 0.0408
H -4.008163 1.081704 0.970051 -0.0570 0.0357 0.0685
H -3.714051 -1.324941 -0.873694 0.0702 -0.0755 -0.0918
H -2.750912 -0.979362 0.579533 0.0890 -0.0539 -0.0643
H -5.748818 -1.524628 0.472227 -0.0556 0.0712 0.0403
H -4.873513 -1.081957 1.936369 -0.0652 0.0629 0.0595
H -4.157860 -3.528506 0.266769 -0.0669 -0.0674 -0.0632
H -5.325275 -3.576797 1.584580 0.0042 -0.0794 -0.0841
H -2.406548 -2.731360 1.921159 0.1640 0.0499 0.0091
H -3.077412 -4.304312 2.343245 0.0962 -0.0722 0.0681

=====

No. 2
72
Properties=species:S:1:pos:R:3:forces:R:3 method="wB97M-V/def2-TZVPD" energy_ev=-119852.8824 multiplicity=1 charge=-1 e_homo_ev=-4.43
O 0.097770 0.207905 -1.645066 0.2668 -0.4075 1.2916
C -0.736678 0.405849 -2.686257 -0.7120 -0.1599 -0.5007
C -0.413171 1.679483 -3.486901 -0.3916 -0.1859 0.0435
C 0.369121 2.710767 -2.963537 -0.0556 -0.1242 -0.1930
H 0.766552 2.605020 -1.950521 -0.1107 -0.0740 -0.2836
C 0.610424 3.854339 -3.732486 -0.2404 -0.1907 -0.1429
H 1.268080 4.626779 -3.328732 -0.2608 -0.0566 -0.1619
C 0.010039 4.000298 -4.990190 0.1165 -0.1004 0.1670
H 0.173156 4.910803 -5.570029 -0.0391 -0.2370 0.1202
C -0.794334 2.972604 -5.502665 0.1138 -0.0637 0.1160
H -1.273189 3.081035 -6.480043 0.1895 -0.0044 0.2710
C -0.976868 1.805161 -4.760826 0.2084 0.3867 -0.0085
H -1.577646 0.974319 -5.143199 0.1110 0.3131 0.0560
H -0.639600 -0.430962 -3.415387 0.1476 0.0239 -0.2992
C -2.818278 -1.039660 -2.140389 0.0014 -0.1779 0.4679
C -2.244920 0.336090 -2.293323 0.5302 1.2093 -0.2095
H -3.901806 -1.046846 -2.316904 0.2425 -0.0628 -0.0282
H -2.648468 -1.404036 -1.115388 -0.0184 -0.0486 -0.2369
H -2.331891 -1.734813 -2.842706 -0.1428 0.1600 0.1668
C -2.911004 1.470302 -2.032668 0.2459 -0.4687 -0.2598
C -4.249133 1.544287 -1.383230 -0.3696 -0.0602 -0.0212
H -2.468828 2.431090 -2.312237 0.1165 -0.2867 0.3105
H -4.981590 2.022210 -2.041402 -0.0928 0.0231 -0.0304
H -4.201098 2.149389 -0.472142 0.0611 -0.1289 -0.0197
H -4.619466 0.552107 -1.108471 0.0222 0.2238 0.0499
Zn -0.283873 0.103786 0.422786 0.2256 0.3184 -1.4172
Cl 0.730753 2.179971 0.674575 -0.0175 0.6481 0.3973
Cl -2.323979 0.059747 1.328427 -0.5048 0.0289 0.3486
H 4.642843 1.444033 -2.749171 -0.1429 0.0633 0.0460
H 4.901325 1.546489 -0.103359 -0.0461 -0.1111 0.0426
C 3.571053 1.485185 -2.495305 -0.0415 -0.2196 0.0375
C 3.811285 1.420073 -0.033969 -0.0623 0.2009 0.0130
N 3.310900 0.802857 -1.243125 0.2482 -0.3834 -0.2709
H 2.999299 0.993130 -3.292136 0.0843 0.2694 0.1671
C 2.785165 -0.439476 -1.227198 -0.3567 -0.1063 0.7452
O 2.589261 -1.107658 -0.203510 0.4809 0.4343 -1.2162
H 3.541364 0.795195 0.820939 0.0412 0.1678 -0.1670
H 2.530305 -0.815707 -2.244254 0.0458 0.1920 0.4076
H 3.268886 2.538364 -2.424891 -0.0382 -0.2929 -0.0492
H 3.344353 2.404720 0.079305 0.0795 -0.2238 0.0995
H -0.504827 -5.414986 0.623841 -0.0662 0.1253 -0.0554
H 1.372103 -5.602388 -1.289115 -0.0541 0.1279 -0.1539
C -1.007988 -4.787520 -0.125074 0.1016 -0.0275 -0.1895
C 0.787440 -4.850696 -1.839290 -0.1534 0.2430 0.2087
N -0.030789 -4.068681 -0.928996 -0.0541 -0.3999 0.1577
H -1.668381 -4.076137 0.376416 0.1760 -0.0873 -0.1424
C 0.228883 -2.771310 -0.690598 -0.6733 1.2928 0.8344
O -0.420634 -2.090404 0.126478 0.9469 -1.3455 -1.2552
H 1.464144 -4.170833 -2.367356 -0.0913 -0.2300 0.0736
H 1.070771 -2.360286 -1.274267 -0.4544 0.0122 0.2226
H -1.582211 -5.445753 -0.784898 -0.0666 0.0845 0.1090
H 0.142625 -5.362870 -2.565006 0.1743 0.0643 0.0630
C -1.005720 -2.162992 6.553462 0.1041 0.1442 0.0600
C 0.106991 -1.557415 5.710391 -0.1431 0.1402 -0.3974
N -0.437272 -1.067560 4.420422 -0.1507 -0.5941 0.7070
C 0.348575 -0.211449 3.674366 0.5189 0.1321 -0.7848
S 1.179431 -0.726265 2.287440 0.0464 -0.4223 0.8234
N 0.477503 1.041847 4.096319 0.0109 0.5129 0.6070
C -0.138590 1.625378 5.302293 -0.1658 -0.1846 -0.7644
C 0.898961 2.102067 6.305819 0.0599 0.0858 0.0761
H -1.821978 -1.446940 6.701089 0.1440 -0.1198 -0.0536
H -0.603883 -2.444673 7.530183 -0.1018 -0.0856 -0.0324
H -1.410081 -3.056328 6.069835 -0.0177 0.0824 0.0642
H 0.577169 -0.716236 6.234763 -0.0686 -0.2622 -0.1212
H 0.881990 -2.321132 5.514638 -0.0878 0.3128 0.1174
H -0.733165 -1.861221 3.852910 0.2702 0.3995 -0.0635
H 0.999145 1.665365 3.471332 -0.2849 -0.4116 0.0985
H -0.767609 2.469285 4.984820 0.0876 -0.2224 0.0715
H -0.796311 0.862488 5.726656 0.0678 0.2172 -0.0973
H 1.405736 3.002523 5.942914 -0.0008 -0.1659 0.0473
H 0.409716 2.350242 7.252797 0.0750 0.0176 -0.0699
H 1.654943 1.333854 6.494098 -0.0841 0.0762 -0.0091

=====

It is found that the E_LUMO values, taken in the order of the records, are 0.472; 2.572 eV.